No. 1
The following is a quantum chemistry calculation of an isolated molecule of C2H7NO2, from the OMol25 dataset.

The total charge is 0. For the maximum force, the calculation gives 3.35 eV Å⁻¹. As for the HOMO energy: -0.318 Eh. The HOMO-LUMO gap is 9.436 eV.

Geometry as XYZ:
```
12
C2H7NO2 | the OMol25 dataset | ωB97M-V/def2-TZVPD
C 1.47242 0.35299 0.75930
O 0.56683 0.79030 -0.22266
C -0.69094 -0.04540 -0.72435
N -1.52684 0.12699 0.36587
O -0.52260 -1.37799 -1.04960
H 1.20779 0.79778 1.72637
H 2.47483 0.67494 0.46023
H 1.49633 -0.73650 0.89019
H -0.88368 0.59033 -1.59351
H -1.52112 -0.64728 1.01843
H -2.14577 0.93508 0.17298
H 0.07277 -1.46123 -1.80325
```



No. 2
The following is a quantum chemistry calculation of an isolated molecule of CH5O2PS, from the OMol25 dataset.

Its spin multiplicity is 3. The total charge is 0. For the maximum force, the calculation gives 3.47 eV Å⁻¹. As for the HOMO energy (alpha / beta): -0.176 / -0.355 Eh. The HOMO-LUMO gap (alpha / beta) is 5.316 / 6.947 eV.

Geometry as XYZ:
```
10
CH5O2PS | the OMol25 dataset | ωB97M-V/def2-TZVPD
C 1.04664 -0.24436 0.33291
O 1.05590 0.79712 1.23259
O 1.39057 0.19425 -0.92892
P -1.81807 0.04181 -0.69055
S -0.70737 -1.32998 0.56645
H 1.78822 -0.97444 0.79276
H 0.80242 1.50042 0.60998
H 1.54776 -0.45760 -1.58829
H -2.97553 -0.72695 -0.46153
H -2.13053 1.19973 0.13459
```



No. 3
The following is a quantum chemistry calculation of a cluster of 11 separate species, C5H34N2O10S in total, from the OMol25 dataset.

The total charge is 0. For the maximum force, the calculation gives 2.67 eV Å⁻¹. As for the HOMO energy: -0.329 Eh. The HOMO-LUMO gap is 9.147 eV.

Geometry as XYZ:
```
52
C5H34N2O10S | the OMol25 dataset | ωB97M-V/def2-TZVPD
C -1.52636 -2.58659 1.23776
C -1.82669 -1.19584 0.77094
C -3.32405 -0.93863 0.48581
S -4.12133 -0.30881 1.96542
N -1.12805 -0.90033 -0.53116
C 0.34395 -0.95358 -0.31852
C 1.20031 -1.20302 -1.57245
N 1.66671 -2.56614 -1.68998
H -1.75481 -3.39460 0.54403
H -1.94036 -2.84996 2.21893
H -0.47319 -2.75613 1.47384
H -1.46890 -0.38519 1.39569
H -3.84264 -1.89028 0.34204
H -3.39784 -0.30446 -0.39399
H -3.91267 0.99742 1.78277
H -1.33599 -1.58840 -1.25960
H 0.60900 0.07226 -0.06982
H 0.61863 -1.82484 0.27229
H 0.63590 -0.85902 -2.45704
H 2.04158 -0.50934 -1.63074
H 2.08989 -2.86786 -2.55519
H 1.07230 -3.27162 -1.28154
O -0.07663 2.21773 0.09740
H -0.75609 2.66251 -0.43959
H 0.08248 2.79301 0.86818
O 3.25209 0.63338 1.65228
H 3.37062 0.58351 0.69958
H 3.80036 -0.08994 1.97436
O -1.46487 -1.85830 -3.23522
H -0.81819 -2.33560 -3.73745
H -1.83510 -1.20069 -3.83280
O 3.60511 1.63791 -1.27157
H 3.62269 2.40322 -0.69282
H 3.13857 1.84452 -2.09453
O 2.86518 -1.96008 1.17211
H 3.08382 -2.01314 0.24318
H 1.93965 -2.03146 1.26796
O -2.39554 2.89926 1.40544
H -2.07579 3.71344 1.01595
H -3.27169 3.03420 1.77057
O 1.33172 2.62397 -2.33566
H 0.64545 2.12123 -1.88586
H 1.19743 2.62449 -3.28493
O 1.50005 2.60810 1.95286
H 1.94839 1.75658 1.97394
H 1.04609 2.76396 2.78082
O -0.52405 0.53697 4.27371
H -0.78847 0.16162 3.42473
H 0.25274 1.05618 4.09570
O -1.20668 1.20114 -2.39371
H -1.35120 0.80541 -1.50140
H -0.34348 0.89182 -2.69269
```



Question: Number 1 is which compound?
Answer: C2H7NO2



What did the third record say?
The following is a quantum chemistry calculation of a cluster of 11 separate species, C5H34N2O10S in total, from the OMol25 dataset.

The total charge is 0. For the maximum force, the calculation gives 2.67 eV Å⁻¹. As for the HOMO energy: -0.329 Eh. The HOMO-LUMO gap is 9.147 eV.

Geometry as XYZ:
```
52
C5H34N2O10S | the OMol25 dataset | ωB97M-V/def2-TZVPD
C -1.52636 -2.58659 1.23776
C -1.82669 -1.19584 0.77094
C -3.32405 -0.93863 0.48581
S -4.12133 -0.30881 1.96542
N -1.12805 -0.90033 -0.53116
C 0.34395 -0.95358 -0.31852
C 1.20031 -1.20302 -1.57245
N 1.66671 -2.56614 -1.68998
H -1.75481 -3.39460 0.54403
H -1.94036 -2.84996 2.21893
H -0.47319 -2.75613 1.47384
H -1.46890 -0.38519 1.39569
H -3.84264 -1.89028 0.34204
H -3.39784 -0.30446 -0.39399
H -3.91267 0.99742 1.78277
H -1.33599 -1.58840 -1.25960
H 0.60900 0.07226 -0.06982
H 0.61863 -1.82484 0.27229
H 0.63590 -0.85902 -2.45704
H 2.04158 -0.50934 -1.63074
H 2.08989 -2.86786 -2.55519
H 1.07230 -3.27162 -1.28154
O -0.07663 2.21773 0.09740
H -0.75609 2.66251 -0.43959
H 0.08248 2.79301 0.86818
O 3.25209 0.63338 1.65228
H 3.37062 0.58351 0.69958
H 3.80036 -0.08994 1.97436
O -1.46487 -1.85830 -3.23522
H -0.81819 -2.33560 -3.73745
H -1.83510 -1.20069 -3.83280
O 3.60511 1.63791 -1.27157
H 3.62269 2.40322 -0.69282
H 3.13857 1.84452 -2.09453
O 2.86518 -1.96008 1.17211
H 3.08382 -2.01314 0.24318
H 1.93965 -2.03146 1.26796
O -2.39554 2.89926 1.40544
H -2.07579 3.71344 1.01595
H -3.27169 3.03420 1.77057
O 1.33172 2.62397 -2.33566
H 0.64545 2.12123 -1.88586
H 1.19743 2.62449 -3.28493
O 1.50005 2.60810 1.95286
H 1.94839 1.75658 1.97394
H 1.04609 2.76396 2.78082
O -0.52405 0.53697 4.27371
H -0.78847 0.16162 3.42473
H 0.25274 1.05618 4.09570
O -1.20668 1.20114 -2.39371
H -1.35120 0.80541 -1.50140
H -0.34348 0.89182 -2.69269
```



Question: Number 3 is which compound?
Answer: C5H34N2O10S